(1)
{
  "formula": "C16H36ClNOTa",
  "method": "ωB97M-V/def2-TZVPD",
  "mol_weight_g_mol": 474.871,
  "lumo_ha": 0.101,
  "charge": -1,
  "gap_ev": 7.544,
  "species": ["C", "O", "C", "C", "C", "C", "C", "C", "C", "C", "C", "C", "Ta", "C", "C", "N", "C", "C", "C", "Cl", "H", "H", "H", "H", "H", "H", "H", "H", "H", "H", "H", "H", "H", "H", "H", "H", "H", "H", "H", "H", "H", "H", "H", "H", "H", "H", "H", "H", "H", "H", "H", "H", "H", "H", "H", "H"],
  "xyz": [[-4.074, 2.106, 4.516], [-3.175, 1.060, 4.818], [-2.367, 0.653, 3.722], [-3.117, -0.247, 2.731], [-2.661, -1.707, 2.686], [-1.153, -1.911, 2.536], [-0.552, -1.118, 1.381], [0.911, -1.465, 1.093], [1.915, -0.771, 2.034], [3.115, -0.148, 1.293], [2.908, 1.336, 1.010], [1.834, 1.665, -0.040], [2.067, 0.908, -2.188], [2.416, 0.367, -4.414], [2.458, -1.061, -4.834], [1.688, -1.972, -4.394], [-0.192, 0.431, -2.251], [-0.921, 0.876, -3.530], [-1.115, -0.224, -4.555], [-2.216, -1.518, -3.954], [-3.779, 3.007, 5.054], [-5.081, 1.816, 4.812], [-4.093, 2.330, 3.447], [-1.519, 0.143, 4.169], [-1.981, 1.536, 3.205], [-4.173, -0.218, 3.004], [-3.044, 0.175, 1.729], [-3.032, -2.249, 3.559], [-3.133, -2.173, 1.817], [-0.644, -1.660, 3.470], [-0.966, -2.972, 2.357], [-0.613, -0.046, 1.581], [-1.149, -1.317, 0.486], [1.034, -2.548, 1.148], [1.133, -1.175, 0.066], [1.410, 0.014, 2.601], [2.299, -1.498, 2.752], [4.020, -0.267, 1.896], [3.279, -0.704, 0.370], [3.855, 1.811, 0.751], [2.607, 1.785, 1.969], [1.807, 2.757, -0.143], [0.844, 1.391, 0.341], [2.362, -0.853, -1.724], [3.897, 1.215, -2.065], [1.749, 2.646, -2.818], [1.687, 0.874, -5.058], [3.382, 0.811, -4.674], [3.178, -1.306, -5.630], [1.884, -2.845, -4.880], [-0.366, -0.628, -2.059], [-0.621, 0.972, -1.402], [-1.920, 1.255, -3.289], [-0.385, 1.695, -4.016], [-0.184, -0.721, -4.802], [-1.607, 0.160, -5.444]]
}

***

(2)
{
  "formula": "C34H42AsClN6O6S2V",
  "method": "ωB97M-V/def2-TZVPD",
  "spin_multiplicity": 4,
  "mol_weight_g_mol": 856.199,
  "lumo_ha": [0.003, -0.008],
  "s2": 3.77,
  "charge": 0,
  "gap_ev": [6.015, 7.376],
  "species": ["V", "C", "N", "C", "C", "C", "C", "C", "C", "N", "C", "C", "C", "C", "C", "C", "N", "C", "C", "C", "C", "C", "N", "H", "H", "H", "H", "H", "H", "H", "H", "H", "H", "H", "H", "H", "H", "H", "H", "H", "H", "O", "C", "C", "C", "C", "C", "C", "C", "O", "N", "N", "C", "S", "C", "C", "S", "H", "H", "H", "H", "H", "H", "H", "H", "H", "O", "Cl", "O", "O", "O", "C", "C", "As", "C", "C", "C", "C", "H", "H", "H", "H", "H", "H", "H", "H", "H", "H", "H", "H", "H", "H", "H"],
  "xyz": [[0.059, -0.918, -0.554], [-1.846, -2.816, -1.473], [-0.523, -2.387, -1.923], [0.470, -3.450, -1.769], [1.037, -3.485, -0.378], [1.492, -4.658, 0.190], [2.101, -4.628, 1.438], [2.222, -3.391, 2.065], [1.735, -2.262, 1.443], [1.136, -2.290, 0.241], [-0.582, -1.884, -3.301], [-0.469, -0.381, -3.364], [-0.610, 0.277, -4.582], [-0.494, 1.655, -4.621], [-0.254, 2.331, -3.435], [-0.123, 1.597, -2.268], [-0.210, 0.275, -2.240], [-1.985, -2.709, 0.012], [-2.909, -3.457, 0.731], [-2.998, -3.281, 2.104], [-2.151, -2.358, 2.706], [-1.268, -1.645, 1.919], [-1.195, -1.806, 0.598], [-2.577, -2.131, -1.922], [-2.072, -3.838, -1.817], [0.068, -4.440, -2.042], [1.315, -3.226, -2.433], [1.376, -5.587, -0.346], [2.465, -5.532, 1.898], [2.688, -3.310, 3.033], [1.813, -1.293, 1.922], [0.237, -2.306, -3.895], [-1.522, -2.163, -3.792], [-0.825, -0.299, -5.470], [-0.608, 2.186, -5.557], [-0.198, 3.405, -3.407], [0.063, 2.083, -1.319], [-3.557, -4.157, 0.225], [-3.701, -3.855, 2.688], [-2.174, -2.186, 3.770], [-0.589, -0.918, 2.348], [4.772, 1.823, 0.369], [3.975, 2.098, 1.408], [4.548, 2.786, 2.477], [3.804, 3.127, 3.583], [2.461, 2.784, 3.645], [1.888, 2.073, 2.611], [2.621, 1.714, 1.479], [1.971, 0.879, 0.441], [0.791, 0.437, 0.606], [2.720, 0.606, -0.615], [2.271, -0.306, -1.512], [2.898, -0.232, -2.626], [2.755, -1.393, -3.923], [3.380, -0.223, -5.175], [4.574, 0.460, -4.552], [4.060, 1.083, -2.906], [4.238, 1.323, -0.293], [5.594, 3.030, 2.402], [4.273, 3.658, 4.397], [1.886, 3.061, 4.515], [0.847, 1.772, 2.639], [2.570, 0.476, -5.390], [3.642, -0.790, -6.067], [4.919, 1.312, -5.134], [5.392, -0.248, -4.405], [-3.159, -0.409, -2.840], [-3.286, 0.538, -1.767], [-2.861, 1.815, -2.208], [-4.621, 0.570, -1.316], [-2.432, 0.084, -0.706], [-0.582, 4.017, 1.184], [-1.928, 3.318, 1.056], [-2.000, 1.477, 1.808], [-3.976, 1.435, 1.714], [-4.549, 0.057, 1.994], [-2.102, 1.890, 3.801], [-0.865, 1.613, 4.650], [-0.579, 4.971, 0.655], [0.214, 3.397, 0.773], [-0.346, 4.209, 2.231], [-2.183, 3.198, -0.001], [-2.710, 3.929, 1.517], [-4.285, 1.746, 0.719], [-4.376, 2.163, 2.428], [-4.247, -0.624, 1.202], [-5.639, 0.080, 2.022], [-4.184, -0.334, 2.947], [-2.905, 1.240, 4.163], [-2.427, 2.920, 3.958], [-0.377, 0.686, 4.344], [-1.128, 1.518, 5.705], [-0.147, 2.421, 4.564]]
}

***

(3)
{
  "formula": "C22H27F2O2",
  "method": "ωB97M-V/def2-TZVPD",
  "mol_weight_g_mol": 361.452,
  "lumo_ha": -0.216,
  "charge": 1,
  "gap_ev": 3.914,
  "species": ["C", "C", "O", "C", "C", "C", "O", "C", "C", "H", "H", "H", "H", "H", "H", "H", "H", "H", "H", "H", "H", "H", "H", "C", "C", "C", "F", "C", "C", "C", "C", "C", "C", "F", "C", "C", "C", "C", "C", "C", "H", "H", "H", "H", "H", "H", "H", "H", "H", "H", "H", "H", "H"],
  "xyz": [[4.019, -0.032, 3.689], [3.070, -0.932, 2.935], [1.814, -0.881, 3.731], [0.782, -1.615, 3.360], [0.662, -2.615, 2.442], [-0.641, -3.237, 2.377], [-0.365, -1.356, 3.968], [-0.355, -0.378, 5.053], [-1.778, 0.086, 5.151], [4.913, 0.120, 3.085], [3.583, 0.949, 3.894], [4.332, -0.479, 4.636], [2.861, -0.553, 1.923], [3.415, -1.975, 2.897], [1.544, -2.990, 1.948], [-0.576, -4.156, 1.779], [-1.013, -3.499, 3.380], [-1.399, -2.585, 1.912], [-0.030, -0.893, 5.964], [0.320, 0.451, 4.821], [-1.918, 0.649, 6.073], [-2.022, 0.757, 4.324], [-2.490, -0.744, 5.131], [-1.783, 4.511, -3.836], [-2.006, 3.509, -2.766], [-3.304, 3.203, -2.370], [-4.338, 3.832, -3.019], [-3.607, 2.318, -1.357], [-2.556, 1.590, -0.717], [-2.717, 0.608, 0.298], [-3.890, 0.038, 0.858], [-5.222, 0.233, 0.374], [-6.282, -0.337, 1.046], [-7.555, -0.053, 0.616], [-6.136, -1.188, 2.136], [-7.344, -1.784, 2.756], [-4.828, -1.429, 2.588], [-3.739, -0.825, 1.990], [-1.222, 1.906, -1.122], [-0.964, 2.845, -2.098], [-0.708, 4.657, -3.966], [-2.205, 4.191, -4.798], [-2.236, 5.481, -3.591], [-4.636, 2.200, -1.045], [-1.783, 0.236, 0.724], [-5.406, 0.806, -0.525], [-7.038, -2.482, 3.538], [-7.990, -1.020, 3.209], [-7.955, -2.328, 2.023], [-4.689, -2.104, 3.432], [-2.734, -0.997, 2.383], [-0.401, 1.386, -0.627], [0.060, 3.089, -2.378]]
}

***

(4)
{
  "formula": "H4OS",
  "method": "ωB97M-V/def2-TZVPD",
  "mol_weight_g_mol": 52.098,
  "lumo_ha": 0.019,
  "charge": 0,
  "gap_ev": 9.703,
  "smiles": "O.S",
  "species": ["O", "H", "H", "S", "H", "H"],
  "xyz": [[-0.533, 0.201, 1.137], [-0.502, 0.881, 1.848], [-1.415, -0.223, 1.238], [1.412, -0.466, -1.412], [0.553, -0.105, -0.441], [0.485, -0.287, -2.371]]
}

***

(5)
{
  "formula": "C36H33Cl5HgN5O2SSb",
  "method": "ωB97M-V/def2-TZVPD",
  "spin_multiplicity": 2,
  "mol_weight_g_mol": 1099.375,
  "lumo_ha": [0.089, 0.076],
  "s2": 0.75,
  "charge": -1,
  "gap_ev": [6.034, 6.902],
  "species": ["Hg", "C", "C", "C", "C", "C", "C", "N", "Sb", "C", "C", "C", "C", "C", "C", "N", "C", "C", "C", "C", "C", "C", "N", "H", "H", "H", "H", "H", "H", "H", "H", "H", "H", "H", "H", "H", "H", "H", "H", "H", "H", "C", "C", "N", "C", "C", "C", "S", "N", "C", "O", "C", "C", "C", "C", "C", "C", "H", "H", "H", "H", "H", "H", "H", "H", "H", "H", "H", "H", "H", "H", "H", "Cl", "C", "C", "Cl", "C", "Cl", "C", "O", "C", "Cl", "C", "Cl"],
  "xyz": [[1.114, 0.582, -0.104], [-2.330, 0.407, -1.357], [-2.463, 0.069, 0.092], [-3.462, -0.790, 0.553], [-3.574, -1.036, 1.906], [-2.701, -0.395, 2.775], [-1.724, 0.436, 2.241], [-1.599, 0.644, 0.933], [-0.550, 1.514, 3.699], [-0.343, 3.352, 2.597], [-0.943, 4.492, 3.115], [-0.823, 5.684, 2.414], [-0.098, 5.692, 1.242], [0.485, 4.506, 0.789], [1.282, 4.494, -0.480], [0.348, 3.359, 1.455], [1.480, 0.789, 3.549], [1.923, 0.044, 4.639], [3.210, -0.469, 4.615], [4.007, -0.219, 3.514], [3.496, 0.547, 2.469], [4.290, 0.821, 1.227], [2.258, 1.042, 2.502], [-3.061, -0.130, -1.960], [-2.443, 1.481, -1.506], [-1.333, 0.172, -1.727], [-4.128, -1.261, -0.160], [-4.335, -1.708, 2.285], [-2.775, -0.536, 3.847], [-1.493, 4.446, 4.048], [-1.285, 6.592, 2.784], [0.025, 6.601, 0.666], [1.963, 5.346, -0.519], [1.846, 3.566, -0.564], [0.615, 4.555, -1.341], [1.266, -0.138, 5.481], [3.582, -1.063, 5.442], [5.013, -0.614, 3.452], [5.344, 0.576, 1.359], [3.894, 0.223, 0.402], [4.192, 1.868, 0.941], [0.375, -4.400, 3.556], [-0.696, -3.422, 3.088], [-0.931, -3.459, 1.655], [-1.952, -4.370, 1.150], [-1.394, -5.654, 0.549], [-0.208, -2.705, 0.775], [1.033, -1.699, 1.438], [-0.601, -2.813, -0.481], [0.125, -2.382, -1.547], [1.319, -2.112, -1.595], [-0.685, -2.328, -2.822], [-1.898, -2.995, -2.956], [-2.635, -2.878, -4.125], [-2.174, -2.074, -5.160], [-0.966, -1.403, -5.027], [-0.218, -1.540, -3.868], [0.524, -4.308, 4.634], [1.319, -4.179, 3.058], [0.096, -5.432, 3.338], [-0.406, -2.406, 3.359], [-1.648, -3.638, 3.579], [-2.537, -3.842, 0.397], [-2.611, -4.603, 1.989], [-0.743, -5.415, -0.291], [-2.208, -6.286, 0.187], [-0.822, -6.223, 1.283], [-2.256, -3.594, -2.129], [-3.578, -3.404, -4.226], [-2.759, -1.966, -6.066], [-0.609, -0.762, -5.824], [0.719, -1.018, -3.739], [2.956, 4.791, -6.543], [2.184, 3.872, -5.295], [2.866, 2.851, -4.634], [4.502, 2.501, -5.079], [2.257, 2.118, -3.631], [3.098, 0.841, -2.825], [0.910, 2.358, -3.207], [0.333, 1.722, -2.284], [0.253, 3.412, -3.919], [-1.371, 3.758, -3.432], [0.867, 4.140, -4.921], [0.001, 5.408, -5.721]]
}

***

Number 1: energy -34782.41490 eV. Number 2: energy -177878.71996 eV. Number 3: energy -32773.62290 eV. Number 4: energy -12947.42538 eV. Number 5: energy -133575.20868 eV.